DFT (wB97M-V/def2-TZVPD) results for C53H88Cl3GeKN13O5Se as an isolated structure at a distorted geometry.

Results
Net charge: -1
Energy above the lowest of the compared OMol25 structures with the same formula, charge and spin in kcal per mole: 13.6
Gap between HOMO and LUMO in eV: 6.9
Total energy in eV: -261755.703
Largest force on an atom in eV/Å: 2.03
Spin multiplicity: 1

Structure (XYZ):
```
165
Properties=species:S:1:pos:R:3:forces:R:3:lowdin_charge:R:1
K 0.58784 0.64375 -1.29215 -0.96 -0.78 1.60 0.80
C -0.16209 0.30273 -4.71965 -0.02 0.09 0.07 -0.03
N -1.30500 -0.57957 -4.87565 0.07 -0.04 -0.05 -0.13
C -1.86069 -0.60276 -6.21184 -0.05 0.03 0.10 -0.06
C -2.02573 -0.94793 -3.76041 -0.20 -0.10 -0.01 -0.38
N -1.61057 -0.63987 -2.60185 0.17 0.06 -0.01 0.08
C -2.23805 -1.08584 -1.37729 -0.05 -0.26 0.07 -0.19
C -1.43177 -2.25604 -0.76794 -0.06 0.13 -0.06 -0.18
N -1.13142 -2.10918 0.64868 -0.24 0.50 0.19 -0.15
C -0.10952 -3.02244 1.13052 0.09 0.10 0.02 -0.19
C 1.28191 -2.74817 0.56858 0.03 -0.14 -0.16 -0.21
N 1.35200 -3.21121 -0.79771 0.03 -0.05 -0.13 0.10
C 2.42587 -3.52420 -1.39463 0.01 -0.07 0.16 -0.39
N 3.75224 -3.38737 -0.92707 -0.10 -0.08 0.05 -0.18
C 4.42040 -4.58459 -0.47442 0.01 0.04 -0.05 -0.08
C 4.10905 -2.17507 -0.22972 0.09 0.10 0.04 -0.07
N 2.35374 -4.08778 -2.66193 0.05 0.06 -0.10 -0.14
C 1.05790 -3.99062 -3.31493 0.01 -0.10 0.12 -0.08
C 3.51763 -3.96237 -3.53206 0.04 0.04 0.14 -0.06
C -2.31706 -2.09873 1.51135 0.21 -0.22 -0.05 -0.18
C -2.32637 -0.97901 2.55836 0.10 0.00 -0.11 -0.20
N -2.83052 0.22706 1.95606 0.04 0.07 -0.31 0.12
C -3.59980 1.04171 2.55084 0.07 -0.06 0.19 -0.39
N -4.28818 0.79183 3.75141 -0.08 -0.04 -0.09 -0.18
C -4.44119 1.81551 4.74827 -0.03 -0.01 0.10 -0.09
C -5.18281 -0.33106 3.86178 0.04 -0.03 0.01 -0.09
N -3.74782 2.32248 2.05812 -0.05 0.12 0.08 -0.16
C -2.82294 2.74299 1.02674 0.07 0.01 -0.09 -0.05
C -5.06479 2.92035 1.97796 0.01 -0.01 -0.01 -0.06
N -3.20228 -1.71114 -4.07607 0.07 0.06 0.15 -0.20
C -4.47504 -1.08863 -3.76817 0.00 0.00 -0.12 -0.08
C -3.12069 -3.12087 -3.75239 -0.03 0.02 -0.07 -0.07
H 0.60806 0.03355 -5.44416 -0.01 0.00 -0.01 0.09
H 0.24141 0.20655 -3.71782 -0.01 -0.10 -0.29 0.03
H -0.43855 1.35146 -4.87929 0.00 -0.01 -0.01 0.10
H -1.04578 -0.74569 -6.92377 -0.01 -0.01 -0.01 0.08
H -2.36278 0.34168 -6.46368 0.02 0.00 -0.02 0.08
H -2.57201 -1.41611 -6.30972 -0.01 0.01 -0.03 0.08
H -3.28774 -1.37373 -1.50639 0.02 0.07 0.04 0.09
H -2.21122 -0.24875 -0.67827 -0.09 0.03 0.14 0.10
H -0.47897 -2.29461 -1.29029 -0.14 -0.15 -0.04 0.08
H -1.95326 -3.21358 -0.95485 0.06 -0.03 -0.07 0.11
H -0.35975 -4.07552 0.90389 -0.09 -0.02 0.08 0.12
H -0.06420 -2.91196 2.21811 -0.01 0.00 0.00 0.11
H 2.02026 -3.23367 1.22253 0.00 0.02 -0.02 0.11
H 1.45282 -1.67002 0.61979 0.07 0.08 0.08 0.09
H 4.05699 -5.44543 -1.03492 0.03 0.00 -0.02 0.08
H 4.25185 -4.77953 0.59609 -0.01 0.01 0.00 0.08
H 5.49991 -4.48948 -0.63033 0.00 -0.05 0.00 0.08
H 3.45733 -1.36418 -0.55215 0.03 0.03 -0.02 0.07
H 5.14201 -1.91160 -0.48305 -0.03 0.03 0.02 0.09
H 4.04269 -2.27806 0.86006 0.00 0.04 0.10 0.07
H 0.29259 -4.37683 -2.64489 -0.04 0.00 -0.03 0.07
H 1.07389 -4.58710 -4.22748 0.01 0.01 0.00 0.08
H 0.80291 -2.95043 -3.54983 -0.02 0.04 0.00 0.08
H 3.94146 -2.95580 -3.51760 -0.01 -0.09 -0.02 0.07
H 3.21179 -4.19617 -4.55051 0.00 -0.03 -0.01 0.08
H 4.30033 -4.66685 -3.24395 0.02 0.01 -0.04 0.07
H -2.41568 -3.06779 2.02523 -0.05 -0.06 -0.07 0.11
H -3.19761 -1.96781 0.88137 -0.10 -0.05 0.03 0.11
H -1.28801 -0.77994 2.84952 0.02 -0.10 0.06 0.09
H -2.86820 -1.30367 3.45655 0.00 0.01 -0.04 0.09
H -3.80320 2.65700 4.49173 0.00 0.05 0.05 0.07
H -4.14454 1.43307 5.73213 -0.01 0.03 0.00 0.09
H -5.47987 2.16944 4.82844 0.02 0.03 -0.01 0.08
H -5.12611 -0.94050 2.96197 0.02 -0.02 0.02 0.09
H -6.22167 0.01048 3.98121 0.00 0.00 -0.02 0.08
H -4.94244 -0.95954 4.72730 0.00 -0.03 -0.02 0.08
H -1.81921 2.41205 1.27717 -0.10 -0.01 -0.07 0.07
H -2.84197 3.83411 0.96618 -0.02 -0.01 -0.05 0.08
H -3.07593 2.32296 0.05013 -0.06 0.01 -0.13 0.09
H -5.80050 2.30859 2.49806 0.02 0.02 0.02 0.08
H -5.38010 3.01241 0.93249 -0.01 -0.03 0.01 0.09
H -5.07082 3.92269 2.41862 -0.02 0.01 -0.01 0.08
H -4.35216 -0.00714 -3.70784 -0.02 0.00 -0.01 0.08
H -4.90515 -1.43240 -2.81821 0.02 0.02 0.01 0.07
H -5.19927 -1.30641 -4.56126 -0.02 0.00 0.03 0.08
H -2.11290 -3.47918 -3.96378 -0.01 -0.04 0.00 0.09
H -3.82644 -3.67891 -4.37571 0.02 -0.02 0.00 0.08
H -3.34870 -3.34110 -2.70035 -0.01 0.02 -0.01 0.07
Cl 6.07999 1.72565 -6.04686 0.03 0.02 -0.02 0.59
C 4.91171 1.05264 -4.92993 0.03 -0.03 -0.06 -0.68
C 4.19178 -0.09674 -5.30646 -0.01 0.12 0.10 -0.11
C 3.27429 -0.63834 -4.45385 -0.02 0.01 -0.08 -0.04
C 2.99655 -0.08277 -3.15210 0.27 0.03 -0.09 -0.39
O 2.14976 -0.61037 -2.38471 0.97 -0.87 -0.81 -0.21
C 3.75190 1.10258 -2.81541 -0.19 -0.24 -0.08 -0.12
C 3.56972 1.78374 -1.55977 0.16 0.08 0.21 -0.22
O 2.79317 1.50002 -0.65495 0.68 0.32 0.08 -0.10
C 4.69016 1.63679 -3.71799 -0.04 0.06 0.03 -0.08
H 4.36837 -0.53326 -6.28184 0.01 -0.02 0.00 0.10
H 2.70822 -1.51673 -4.74167 -0.01 0.06 0.00 0.10
H 4.24188 2.65824 -1.42220 -0.02 0.01 -0.05 0.12
H 5.22986 2.53750 -3.44588 0.01 -0.02 0.03 0.11
C 3.20652 1.75880 6.25606 0.00 -0.14 0.00 -0.23
Ge 2.57813 -0.10190 6.33755 -0.03 0.02 0.05 0.74
C 3.66099 -1.12815 7.63312 -0.07 0.05 -0.15 -0.23
C 0.68433 -0.16877 6.87057 0.14 0.00 -0.03 -0.22
C 2.64561 -0.92556 4.55226 -0.16 0.18 -0.05 -0.60
Se 1.76570 0.27326 3.25087 0.04 -0.21 0.13 0.87
C 3.40666 1.05283 2.56778 -0.20 0.16 0.10 -0.39
H 2.85318 2.32249 7.12037 0.00 -0.02 0.01 0.01
H 2.81778 2.22844 5.35226 -0.04 0.01 0.02 -0.01
H 4.29609 1.80922 6.23665 0.00 -0.02 0.00 0.02
H 3.60382 -0.70626 8.63712 -0.03 0.04 -0.01 0.01
H 4.70766 -1.13985 7.32575 0.00 0.00 0.01 0.01
H 3.30769 -2.15956 7.67505 0.00 0.00 0.01 0.01
H 0.43044 0.59811 7.60269 0.04 0.02 0.00 0.01
H 0.44870 -1.14258 7.30268 -0.01 -0.01 -0.03 0.01
H 0.06393 -0.02028 5.98540 -0.03 0.03 0.02 0.00
H 2.07657 -1.85635 4.55576 0.07 -0.04 0.02 0.00
H 3.65093 -1.13922 4.19046 -0.01 -0.03 0.02 0.01
H 3.95877 1.52751 3.37738 0.00 0.04 -0.03 0.01
H 3.10986 1.77930 1.81479 0.04 0.01 -0.01 0.01
H 4.00498 0.27896 2.10308 0.09 -0.12 -0.11 0.01
Cl -4.81702 6.86373 -2.85950 0.01 -0.03 0.04 0.72
C -3.32724 7.74820 -2.68367 0.00 -0.07 -0.03 -0.57
C -3.40286 8.97493 -2.04609 0.03 0.07 -0.05 -0.14
C -2.25451 9.69615 -1.77362 0.00 0.00 0.04 -0.11
C -1.02545 9.15827 -2.12433 0.02 0.03 0.02 -0.13
C -0.95829 7.93817 -2.76356 -0.03 -0.03 -0.05 -0.59
Cl 0.59949 7.29648 -3.17571 0.02 0.01 0.02 0.73
C -2.10488 7.18174 -3.10112 -0.06 0.09 0.06 -0.29
N -1.95646 5.96858 -3.70437 -0.26 -0.01 0.19 0.08
C -2.83379 5.30528 -4.57845 0.04 0.18 -0.19 -0.24
C -3.46218 5.97833 -5.62156 0.02 0.04 -0.01 -0.06
C -4.24381 5.29127 -6.53627 0.01 0.00 0.05 -0.10
C -4.39149 3.91699 -6.41867 -0.04 0.00 0.01 -0.10
C -3.77878 3.25364 -5.36374 0.03 0.01 -0.09 -0.04
C -2.99886 3.92537 -4.42963 -0.10 -0.04 0.00 -0.15
C -2.47658 3.21239 -3.22111 0.24 -0.25 0.06 -0.04
C -0.95478 3.19732 -2.93184 -0.12 0.01 0.02 -0.67
O -0.21752 4.00587 -3.54160 0.09 -0.08 0.03 -0.04
O -0.60228 2.37637 -2.05943 -0.81 1.32 -0.65 -0.21
H -4.37371 9.34457 -1.74559 -0.01 -0.01 -0.03 0.09
H -2.30913 10.65505 -1.27683 -0.02 0.00 0.00 0.10
H -0.10757 9.69012 -1.91388 0.02 -0.03 0.00 0.10
H -1.09665 5.41033 -3.54782 0.13 0.04 -0.10 0.06
H -3.33365 7.05144 -5.70528 0.04 -0.01 -0.02 0.11
H -4.72935 5.82927 -7.34115 0.01 0.00 0.00 0.09
H -4.99419 3.36803 -7.13158 0.01 -0.01 0.01 0.09
H -3.92443 2.18440 -5.25006 0.03 0.00 0.02 0.09
H -2.78122 2.16349 -3.23173 -0.08 0.02 0.03 0.10
H -2.92631 3.66837 -2.33614 -0.08 0.00 0.16 0.12
C -0.70858 3.52919 4.61585 0.17 -0.10 -0.18 -0.04
N -0.70142 4.41195 3.47058 -0.14 -0.02 0.12 -0.08
C -0.96950 5.80936 3.73174 -0.08 0.01 -0.11 -0.17
C -1.48223 6.47512 2.46852 0.17 -0.09 0.05 -0.15
C -0.43601 6.27201 1.39015 -0.08 0.09 0.03 -0.16
N -0.09046 4.87087 1.26242 -0.10 -0.03 0.03 -0.07
C 0.50959 4.49915 -0.00358 0.22 0.09 -0.22 -0.01
C -0.18444 3.95824 2.27248 0.17 0.08 -0.03 -0.50
O 0.14679 2.78660 2.12176 0.14 0.00 0.13 -0.02
H -1.67421 3.57404 5.12073 -0.08 0.04 0.04 0.07
H 0.07197 3.80544 5.33484 0.01 -0.04 0.02 0.09
H -0.52766 2.51464 4.27027 0.04 -0.02 0.03 0.07
H -0.06580 6.32995 4.08325 -0.02 -0.01 0.04 0.13
H -1.70911 5.86502 4.53439 0.00 0.00 -0.01 0.12
H -1.65590 7.53814 2.64029 0.00 0.00 -0.05 0.11
H -2.42133 6.00896 2.16067 -0.01 0.03 0.04 0.11
H 0.45895 6.86576 1.62573 0.00 0.02 -0.04 0.13
H -0.80623 6.62245 0.42305 0.01 -0.03 -0.01 0.12
H -0.19247 4.64576 -0.82490 -0.01 0.04 0.00 0.08
H 0.82457 3.46190 -0.02179 -0.09 0.05 0.20 0.07
H 1.38315 5.13470 -0.18392 0.01 -0.02 -0.06 0.10
```
Forces are in eV/Å.